# 1
Computed, not measured: a molecular structure, C16H14MnN4O3 in a non-equilibrium geometry, with the ωB97M-V functional and the def2-TZVPD basis.

```
38
Properties=species:S:1:pos:R:3:mulliken_charge:R:1
Mn 0.13 0.20 0.03 -0.11
N -0.88 2.10 -0.16 -0.48
C -0.42 2.17 1.24 -0.50
C -0.86 0.84 1.90 0.89
O -2.00 0.72 2.29 -0.57
N 0.12 -0.11 1.88 -0.30
C -0.30 -1.44 2.26 -0.46
C -1.13 -2.04 1.07 0.51
O -1.73 -3.07 1.19 -0.60
O -1.03 -1.30 -0.01 -0.68
H -1.89 2.00 -0.16 0.27
H -0.66 2.94 -0.67 0.23
H 0.66 2.32 1.28 0.29
H -0.89 2.98 1.80 0.45
H 0.55 -2.10 2.43 0.34
H -0.95 -1.44 3.14 0.35
C -0.55 -0.13 -4.17 -0.92
C -0.77 -0.01 -2.80 -0.11
N 0.23 0.10 -1.93 0.31
C 1.50 0.06 -2.39 0.28
C 1.81 -0.06 -3.75 0.50
C 0.74 -0.14 -4.66 -0.53
C 3.19 -0.11 -4.15 -0.86
C 4.18 -0.09 -3.22 -0.85
C 3.88 0.01 -1.82 0.48
C 4.86 -0.01 -0.81 -0.54
C 4.47 0.06 0.50 -0.96
C 3.11 0.18 0.81 0.11
N 2.17 0.21 -0.12 -0.18
C 2.54 0.10 -1.42 1.02
H -1.40 -0.21 -4.83 0.42
H -1.77 -0.02 -2.39 0.44
H 0.93 -0.23 -5.72 0.47
H 3.42 -0.19 -5.20 0.43
H 5.22 -0.14 -3.52 0.43
H 5.90 -0.10 -1.08 0.47
H 5.19 0.03 1.30 0.42
H 2.78 0.26 1.84 0.54
```

Maximum force, eV/Å: 2.2
Charge: +1
E_LUMO (spin up / spin down), eV: -4.33 / -4.67
Spin multiplicity: 5
Energy above the lowest of the compared OMol25 structures with the same formula, charge and spin, kcal per mole: 26.2
Expectation value of S²: 6.0689
Kohn-Sham gap (spin up / spin down), eV: 7.569 / 7.351



# 2
Computed, not measured: 7 unconnected molecules or ions with the total composition C22H61N11O10 in a non-equilibrium geometry, with the ωB97M-V functional and the def2-TZVPD basis.

```
104
Properties=species:S:1:pos:R:3:mulliken_charge:R:1
C -0.08 1.41 -2.54 0.48
O 0.78 2.06 -1.97 -0.72
N -1.34 1.62 -2.33 -0.28
N 0.15 0.38 -3.34 -0.38
H -1.60 2.36 -1.65 0.24
H -2.03 1.42 -3.03 0.34
H 1.12 0.33 -3.61 0.13
H -0.60 -0.10 -3.96 0.23
C -1.81 -1.85 -1.32 0.41
O -2.26 -2.74 -0.62 -0.68
N -0.69 -1.87 -2.07 -0.20
N -2.34 -0.65 -1.39 -0.46
H -0.23 -2.79 -1.92 0.22
H -0.29 -1.00 -2.45 0.11
H -3.18 -0.42 -0.71 0.07
H -1.79 0.20 -1.72 0.66
C -2.48 -0.47 -5.03 0.70
O -2.75 -0.05 -6.12 -0.70
N -1.49 -1.16 -4.71 -0.45
N -3.12 -0.22 -3.95 -0.45
H -0.90 -1.44 -5.55 0.21
H -1.25 -1.67 -3.78 0.57
H -3.80 0.60 -4.04 0.23
H -2.77 -0.49 -2.97 0.39
C -3.47 1.33 0.43 -0.28
O -2.98 2.22 -0.24 -0.78
N -4.29 0.44 0.00 -0.01
N -3.15 1.03 1.67 0.30
H -4.68 0.60 -0.91 0.17
H -4.76 -0.25 0.61 0.43
H -2.44 1.60 2.05 0.22
H -3.58 0.30 2.15 0.14
C 2.67 -1.99 -2.54 -0.71
O 3.91 -1.90 -2.52 -0.31
C 4.37 -0.87 -3.37 -0.51
C 5.94 -1.03 -3.42 -0.77
N 6.45 -0.12 -4.42 -0.31
C 7.78 -0.42 -4.75 -0.71
C 8.45 0.83 -5.27 -0.62
O 8.54 1.63 -4.14 -0.31
C 9.37 2.73 -4.34 -0.82
H 2.33 -2.79 -1.83 0.23
H 2.29 -2.24 -3.57 0.31
H 2.15 -1.12 -2.20 0.28
H 4.06 0.08 -2.87 0.32
H 4.01 -0.94 -4.40 0.35
H 6.03 -2.09 -3.76 0.35
H 6.35 -0.84 -2.41 0.32
H 6.55 0.70 -3.84 0.27
H 7.80 -1.10 -5.53 0.46
H 8.29 -0.86 -3.89 0.37
H 7.92 1.31 -6.07 0.40
H 9.39 0.47 -5.57 0.44
H 10.37 2.48 -4.11 0.30
H 9.05 3.68 -3.82 0.23
H 9.33 2.96 -5.36 0.36
C -0.86 -1.72 1.89 0.17
O -1.01 -1.27 3.05 -0.24
C -0.15 -1.85 4.07 -0.65
C 1.34 -1.36 3.95 -0.60
N 2.01 -1.57 5.22 -0.31
C 3.50 -1.48 5.22 -0.54
C 4.02 -1.55 6.67 -0.46
O 5.41 -1.07 6.68 -0.27
C 6.11 -1.24 7.79 -0.78
H 0.21 -1.84 1.60 0.16
H -1.29 -1.10 1.14 -0.60
H -1.44 -2.65 1.95 0.31
H -0.11 -2.97 4.13 0.29
H -0.58 -1.48 4.92 0.39
H 1.45 -0.31 3.80 0.39
H 1.88 -1.96 3.15 0.37
H 1.72 -0.88 5.87 0.23
H 3.69 -0.51 4.71 0.34
H 3.99 -2.34 4.73 0.21
H 4.06 -2.62 6.96 0.29
H 3.30 -1.09 7.35 0.35
H 6.34 -2.22 8.17 0.32
H 5.52 -0.79 8.61 0.30
H 7.00 -0.63 7.76 0.28
C -6.15 5.62 -0.06 -0.68
O -6.26 5.11 1.08 -0.40
C -5.87 3.72 1.08 -0.54
C -6.04 2.88 2.38 -0.69
N -6.27 1.49 1.93 -0.40
C -6.60 0.67 3.08 -0.84
C -6.62 -0.77 2.52 -0.66
O -5.47 -1.13 1.80 -0.58
C -5.32 -2.54 1.49 -0.85
H -5.09 5.60 -0.48 0.21
H -6.16 6.69 -0.03 0.34
H -6.88 5.21 -0.78 0.29
H -4.86 3.62 0.86 0.32
H -6.51 3.15 0.37 0.35
H -7.00 3.18 2.84 0.44
H -5.26 2.99 3.10 0.37
H -5.36 1.12 1.51 -0.07
H -7.58 0.83 3.45 0.42
H -5.83 0.81 3.74 0.41
H -7.49 -0.88 1.88 0.45
H -6.88 -1.44 3.37 0.47
H -6.32 -3.00 1.51 0.39
H -4.86 -3.06 2.36 0.25
H -4.70 -2.68 0.56 0.27
```

Maximum force, eV/Å: 12.1
Charge: 0
E_LUMO, eV: 0.51
Spin multiplicity: 1
Energy above the lowest of the compared OMol25 structures with the same formula, charge and spin, kcal per mole: 226.4
Kohn-Sham gap, eV: 9.501
SMILES string: COCCNCCOC.COCCNCCOC.COCCNCCOC.NC(N)=O.NC(N)=O.NC(N)=O.NC(N)=O



# 3
Computed, not measured: a single C2H8N2O3S molecule in a non-equilibrium geometry, with the ωB97M-V functional and the def2-TZVPD basis.

```
16
Properties=species:S:1:pos:R:3:mulliken_charge:R:1
C -0.63 0.56 -1.74 -0.92
C -1.89 -0.55 0.23 -0.82
N 2.27 0.78 0.70 -0.42
N -0.67 -0.05 -0.39 0.06
O 0.48 -0.24 2.39 -0.53
O 2.28 -1.55 1.59 -0.55
O 0.38 -0.96 -0.29 -0.37
S 1.38 -0.52 1.34 1.14
H -0.74 -0.11 -2.51 0.36
H -1.44 1.26 -1.62 0.32
H 0.27 0.95 -1.97 0.31
H -2.36 -1.25 -0.57 0.27
H -1.61 -0.98 1.07 0.33
H -2.51 0.31 0.18 0.29
H 1.67 1.46 0.35 0.25
H 3.13 0.91 1.23 0.28
```

Maximum force, eV/Å: 7.7
Charge: 0
E_LUMO, eV: 0.20
Spin multiplicity: 1
Energy above the lowest of the compared OMol25 structures with the same formula, charge and spin, kcal per mole: 95.8
Kohn-Sham gap, eV: 8.700
SMILES string: CN(C)OS(N)(=O)=O



# 4
Computed, not measured: a molecular structure, C21H18N2O4S, with the ωB97M-V functional and the def2-TZVPD basis.

```
46
Properties=species:S:1:pos:R:3:mulliken_charge:R:1
C 0.00 1.28 -1.51 -1.48
C 0.77 -0.04 -1.40 -0.12
C 1.93 0.05 -0.39 -1.38
C 1.36 0.07 1.02 0.50
C 1.13 1.33 1.66 -0.83
C 0.58 1.39 2.91 -0.82
C 0.25 0.18 3.55 0.93
N -0.31 0.05 4.77 -0.73
S -0.46 -1.51 5.06 0.15
N 0.13 -2.13 3.69 -0.71
C 0.48 -1.08 2.94 0.78
C 1.05 -1.12 1.63 -0.53
H 0.68 2.13 -1.63 0.33
H -0.69 1.22 -2.35 0.46
H -0.58 1.46 -0.61 0.28
H 0.07 -0.75 -0.96 0.24
H 1.10 -0.40 -2.36 0.54
H 2.49 0.98 -0.53 0.48
H 2.60 -0.79 -0.49 0.42
H 1.39 2.21 1.10 0.49
H 0.40 2.35 3.37 0.49
H 1.23 -2.05 1.12 0.52
C -3.13 4.36 -0.25 -0.36
C -1.80 4.33 -0.16 -0.38
C -1.12 4.44 1.16 0.53
O 0.08 4.41 1.24 -0.58
C -1.98 4.60 2.36 -0.31
C -3.31 4.63 2.26 -0.39
C -3.99 4.51 0.95 0.35
O -5.19 4.54 0.86 -0.55
H -3.65 4.28 -1.20 0.41
H -1.16 4.21 -1.02 0.44
H -1.46 4.68 3.31 0.42
H -3.95 4.74 3.13 0.41
C 2.40 -5.19 -1.97 -0.40
C 2.00 -6.10 -2.86 -0.39
C 0.83 -5.85 -3.73 0.29
O 0.46 -6.67 -4.54 -0.54
C 0.11 -4.56 -3.57 -0.51
C 0.51 -3.66 -2.67 -0.07
C 1.69 -3.90 -1.81 0.39
O 2.06 -3.08 -0.99 -0.42
H 3.26 -5.35 -1.32 0.43
H 2.51 -7.04 -3.00 0.40
H -0.75 -4.40 -4.21 0.43
H 0.00 -2.71 -2.54 0.40
```

Maximum force, eV/Å: 0.9
Charge: 0
E_LUMO, eV: -1.69
Spin multiplicity: 1
Energy above the lowest of the compared OMol25 structures with the same formula, charge and spin, kcal per mole: 111.0
Kohn-Sham gap, eV: 6.998



# 5
Computed, not measured: 2 unconnected molecules or ions with the total composition C2H6O3 in a non-equilibrium geometry, with the ωB97M-V functional and the def2-TZVPD basis.

```
11
Properties=species:S:1:pos:R:3:mulliken_charge:R:1
O -2.09 0.88 1.44 -0.54
O -2.10 -1.25 0.70 -0.44
C -1.54 -0.05 0.91 0.59
C -0.07 -0.04 0.49 -0.84
H -3.07 -1.14 0.90 0.35
H 0.55 -0.41 1.32 0.28
H 0.25 0.98 0.24 0.30
H 0.09 -0.68 -0.39 0.30
O 2.27 0.68 -1.87 -0.63
H 2.77 0.23 -1.15 0.32
H 2.94 0.81 -2.59 0.31
```

Maximum force, eV/Å: 1.6
Charge: 0
E_LUMO, eV: 0.64
Spin multiplicity: 1
Energy above the lowest of the compared OMol25 structures with the same formula, charge and spin, kcal per mole: 9.3
Kohn-Sham gap, eV: 11.100
SMILES string: CC(=O)O.O



# 6
Computed, not measured: a molecular structure, C48H52As2BClF4IrN5O3P in a non-equilibrium geometry, with the ωB97M-V functional and the def2-TZVPD basis.

```
118
Properties=species:S:1:pos:R:3:mulliken_charge:R:1
Ir 0.78 0.59 -0.30 3.64
C -1.68 -1.20 -2.29 -1.29
C -2.33 -1.15 -0.92 0.04
As -3.56 0.37 -0.51 0.57
C -5.24 -0.64 -0.52 0.81
C -6.05 -0.74 0.61 -0.44
C -7.16 -1.56 0.60 -0.82
C -7.50 -2.26 -0.55 -0.53
C -6.72 -2.14 -1.69 -0.83
C -5.61 -1.32 -1.68 -0.32
C -3.26 0.49 1.41 0.09
C -2.91 -0.62 2.13 -0.36
C -2.54 -0.55 3.55 0.10
C -2.75 0.76 4.17 -0.63
C -3.14 1.85 3.43 -1.48
C -3.38 1.73 2.05 -0.85
As -0.52 0.37 -2.59 0.88
C -1.81 1.76 -3.07 0.72
C -3.17 1.49 -3.25 -0.92
C -4.05 2.50 -3.59 -0.64
C -3.59 3.79 -3.78 -0.87
C -2.23 4.06 -3.67 -0.88
C -1.35 3.05 -3.31 -0.50
C 0.03 -0.09 -4.44 0.73
C -0.13 0.84 -5.46 -0.52
C 0.07 0.47 -6.78 -0.73
C 0.45 -0.83 -7.09 -0.60
C 0.66 -1.74 -6.07 -0.92
C 0.45 -1.37 -4.75 -0.14
H -2.41 -1.30 -3.11 0.70
H -1.04 -2.08 -2.32 0.63
H -1.52 -1.07 -0.18 -0.87
H -2.88 -2.07 -0.73 1.05
H -5.79 -0.20 1.52 0.41
H -7.76 -1.67 1.49 0.41
H -8.38 -2.88 -0.56 0.40
H -6.98 -2.68 -2.59 0.44
H -5.01 -1.22 -2.57 0.27
H -2.83 -1.59 1.66 0.68
H -3.07 -1.33 4.12 0.83
H -2.61 0.85 5.23 0.67
H -3.28 2.80 3.91 0.52
H -3.66 2.59 1.47 0.59
H -3.54 0.47 -3.20 0.47
H -5.10 2.27 -3.72 0.49
H -4.27 4.58 -4.04 0.44
H -1.86 5.06 -3.82 0.46
H -0.30 3.27 -3.21 0.67
H -0.43 1.86 -5.24 0.42
H -0.09 1.19 -7.57 0.46
H 0.58 -1.12 -8.12 0.42
H 0.97 -2.75 -6.31 0.45
H 0.60 -2.10 -3.96 0.22
Cl 3.61 -2.11 6.15 -0.20
C 2.66 -2.11 4.71 -0.23
C 2.35 -3.33 4.09 -1.22
C 1.63 -3.33 2.90 -0.09
C 1.23 -2.16 2.30 0.64
C 1.44 -0.85 2.95 2.43
C 2.22 -0.92 4.19 -1.40
C 0.38 -2.24 1.04 -1.13
O -0.70 -2.81 1.15 -0.68
O 0.84 -1.72 -0.03 -0.84
H 2.69 -4.25 4.52 0.53
H 1.40 -4.26 2.41 0.58
H 1.93 -0.17 2.24 -0.96
H 2.49 0.00 4.68 0.46
N 0.10 2.20 3.40 0.46
C -0.17 1.87 2.13 -1.37
N -0.28 0.61 1.88 0.16
C -0.01 -0.07 3.14 0.82
C -1.01 -1.09 3.67 0.45
C -0.71 -1.41 5.08 -0.95
C -0.16 -0.51 5.92 -0.72
C 0.10 0.83 5.47 -1.33
C 0.10 1.04 4.14 0.05
H 0.20 3.14 3.76 0.38
H -0.35 2.63 1.40 0.26
H -1.02 -1.99 3.06 0.38
H -1.05 -2.36 5.45 0.52
H 0.02 -0.74 6.95 0.56
H 0.21 1.64 6.18 0.58
C 3.87 2.40 2.57 -0.64
C 3.29 3.18 1.41 -0.52
O 2.64 2.31 0.47 -0.15
H 4.48 3.06 3.18 0.52
H 4.51 1.60 2.21 0.16
H 3.09 1.97 3.19 -0.13
H 4.09 3.70 0.88 0.45
H 2.57 3.93 1.77 0.36
H 2.31 2.89 -0.22 -0.02
C 6.05 -1.36 -0.55 -1.00
N 4.99 -2.33 -0.34 0.28
C 4.62 -2.94 -1.60 -0.92
N 4.19 -1.93 -2.55 0.25
C 5.25 -0.95 -2.74 -0.96
N 5.62 -0.34 -1.48 0.27
C 4.61 0.53 -0.95 -1.50
P 3.01 -0.40 -0.57 2.10
C 3.87 -1.81 0.38 -1.52
C 2.94 -1.33 -2.19 -1.23
H 6.92 -1.87 -0.97 0.29
H 6.33 -0.91 0.41 0.37
H 3.81 -3.65 -1.44 0.36
H 5.49 -3.46 -2.01 0.30
H 4.90 -0.18 -3.44 0.38
H 6.12 -1.45 -3.16 0.33
H 4.39 1.32 -1.67 0.40
H 4.97 0.99 -0.03 0.39
H 3.14 -2.60 0.55 0.49
H 4.21 -1.43 1.35 0.47
H 2.63 -0.64 -2.98 0.45
H 2.18 -2.11 -2.08 0.23
F 0.38 2.91 -0.95 -0.35
B -0.49 3.98 -0.42 -0.04
F -0.65 4.95 -1.33 -0.21
F -1.67 3.30 -0.12 -0.03
F 0.14 4.42 0.72 -0.33
```

Maximum force, eV/Å: 3.8
Charge: +2
E_LUMO (spin up / spin down), eV: -7.71 / -7.59
Spin multiplicity: 2
Expectation value of S²: 0.7997
Kohn-Sham gap (spin up / spin down), eV: 4.346 / 4.858



Which formula does entry 1 have? C16H14MnN4O3